Record 1
An isolated molecule of C2H4INO2 at a distorted geometry, computed with the ωB97M-V functional and the def2-TZVPD basis.

The calculation puts the relative energy (zero: lowest compared OMol25 entry of this formula, charge and spin) at 364.1 kJ/mol. For the calculated total energy, the calculation gives -15820.51492 eV. As for the strongest force on any atom: 0.1050 Eh/bohr. Its LUMO energy is -0.06 eV. As for the charge: 0.

Cartesian coordinates (Å):
C -0.335 -0.113 -0.587
C 0.666 -0.911 0.613
N -0.797 1.162 -0.069
O -1.202 1.153 1.058
O -0.845 2.016 -0.887
I 2.783 -0.390 0.276
H 0.140 0.300 -1.525
H -1.101 -0.767 -0.795
H 0.258 -0.565 1.587
H 0.433 -1.885 0.330

Record 2
A structure of composition C41H59ClCsN5PSbSe4 at a distorted geometry, computed with the ωB97M-V functional and the def2-TZVPD basis.

The calculation puts the relative energy (zero: lowest compared OMol25 entry of this formula, charge and spin) at 104.2 kJ/mol. For the calculated total energy, the calculation gives -341208.87288 eV. As for the strongest force on any atom: 0.0245 Eh/bohr. Its LUMO energy is 3.32 eV. As for the charge: -2.

Cartesian coordinates (Å):
Cs -1.638 0.452 -0.158
N 3.261 0.571 1.524
C 2.862 0.032 0.233
C 3.087 1.064 -0.856
N 2.677 0.542 -2.161
H 4.264 0.543 1.652
H 2.823 0.089 2.298
H 1.810 -0.259 0.271
H 3.405 -0.891 -0.036
H 4.149 1.365 -0.827
H 2.501 1.953 -0.624
H 3.242 -0.256 -2.430
H 2.800 1.248 -2.876
C -2.601 2.168 5.114
C -2.610 3.603 4.672
C -3.204 4.566 5.486
C -3.252 5.901 5.113
C -2.706 6.288 3.899
C -2.111 5.343 3.079
C -2.039 4.003 3.452
P -1.342 2.710 2.334
C 0.115 2.131 3.299
C 0.180 0.741 3.411
C 1.125 0.115 4.211
C 2.031 0.892 4.915
C 1.976 2.275 4.813
C 1.026 2.918 4.025
C 0.999 4.419 3.996
C -0.952 3.637 0.822
C -2.158 3.940 0.176
C -2.283 4.831 -0.874
C -1.087 5.412 -1.348
C 0.120 5.096 -0.802
C 0.297 4.167 0.302
C 1.557 3.868 0.742
H -3.248 2.034 5.982
H -1.596 1.836 5.384
H -2.942 1.503 4.316
H -3.644 4.249 6.425
H -3.726 6.628 5.764
H -2.744 7.325 3.585
H -1.686 5.643 2.128
H -0.541 0.109 2.901
H 1.118 -0.966 4.283
H 2.778 0.426 5.548
H 2.688 2.881 5.365
H 1.961 4.817 4.323
H 0.220 4.807 4.656
H 0.808 4.786 2.988
H -3.067 3.487 0.576
H -3.251 5.053 -1.304
H -1.119 6.119 -2.174
H 1.023 5.554 -1.197
H 1.761 3.118 1.491
H 2.409 4.331 0.257
Se -0.758 -2.699 2.184
Se -3.063 -3.134 1.906
Se -4.057 -0.979 1.979
Se -4.751 -0.442 -0.215
C 0.433 -6.153 0.379
C 1.704 -5.795 -0.389
C 2.780 -6.834 -0.098
Sb 2.143 -3.666 -0.155
C 3.616 -3.581 1.460
C 2.888 -3.485 2.798
C 4.755 -4.587 1.547
C 3.527 -3.484 -1.859
C 2.666 -3.086 -3.058
C 4.453 -4.626 -2.248
H 0.104 -7.168 0.123
H -0.384 -5.459 0.186
H 0.605 -6.121 1.457
H 1.466 -5.828 -1.461
H 2.911 -6.951 0.980
H 3.753 -6.596 -0.524
H 2.473 -7.815 -0.483
H 4.062 -2.597 1.262
H 2.413 -4.433 3.063
H 2.096 -2.734 2.784
H 3.588 -3.227 3.601
H 4.393 -5.583 1.803
H 5.458 -4.293 2.336
H 5.321 -4.671 0.619
H 4.138 -2.616 -1.579
H 2.012 -3.913 -3.356
H 3.285 -2.837 -3.930
H 2.018 -2.236 -2.835
H 3.877 -5.492 -2.589
H 5.090 -4.963 -1.431
H 5.106 -4.333 -3.080
Cl -4.828 3.330 -3.639
C -3.131 2.983 -3.696
C -2.366 3.405 -4.763
C -1.006 3.119 -4.742
C -0.491 2.421 -3.663
N -1.239 2.010 -2.647
C -2.532 2.296 -2.646
H -2.823 3.948 -5.579
H -0.356 3.437 -5.546
H 0.562 2.174 -3.599
H -3.129 1.962 -1.802
C -0.808 -1.144 -4.270
C -1.202 -2.157 -3.253
N -0.822 -2.144 -2.001
C -1.409 -3.234 -1.403
C -2.154 -3.914 -2.314
N -2.011 -3.223 -3.501
H -0.090 -0.474 -3.800
H -1.659 -0.549 -4.609
H -0.336 -1.602 -5.144
H -1.278 -3.411 -0.347
H -2.788 -4.777 -2.223
H -2.482 -3.416 -4.365

- LUMO energy of number 2 (C41H59ClCsN5PSbSe4)?
  3.32 eV

- The highest strongest force on any atom belongs to which entry?
  C2H4INO2

Please write out number 1 again, unchanged.
An isolated molecule of C2H4INO2 at a distorted geometry, computed with the ωB97M-V functional and the def2-TZVPD basis.

The calculation puts the relative energy (zero: lowest compared OMol25 entry of this formula, charge and spin) at 364.1 kJ/mol. For the calculated total energy, the calculation gives -15820.51492 eV. As for the strongest force on any atom: 0.1050 Eh/bohr. Its LUMO energy is -0.06 eV. As for the charge: 0.

Cartesian coordinates (Å):
C -0.335 -0.113 -0.587
C 0.666 -0.911 0.613
N -0.797 1.162 -0.069
O -1.202 1.153 1.058
O -0.845 2.016 -0.887
I 2.783 -0.390 0.276
H 0.140 0.300 -1.525
H -1.101 -0.767 -0.795
H 0.258 -0.565 1.587
H 0.433 -1.885 0.330

- The highest LUMO energy belongs to which entry?
  C41H59ClCsN5PSbSe4